# 1
The following is a quantum chemistry calculation of C26H44BrFeN3P2S as an isolated structure, from the Open Molecules 2025 dataset.

Each line ends with the Mulliken charge.
Positions of all 78 atoms, in Å:
N: 6.6857 -4.0582 -6.9683  -0.5515
C: 6.0450 -4.9359 -6.1833  -0.3109
C: 5.2023 -4.5140 -5.1187  -0.4397
C: 4.9988 -3.1239 -4.8325  0.6402
C: 5.7480 -2.2544 -5.6711  -0.4336
C: 6.5475 -2.7523 -6.7217  -0.3533
C: 4.0413 -2.6487 -3.7947  -0.2483
Fe: 1.6289 -0.3135 -0.6988  -0.2643
P: -3.9722 2.6202 -1.2194  0.1501
C: 3.6413 -1.3482 -3.6971  -0.9488
C: 2.3961 -0.9150 -3.1161  1.2099
C: 1.6415 0.0703 -3.7385  -0.3267
C: 0.2373 0.1768 -3.6354  -0.0578
C: -0.4917 -0.7768 -2.9001  -0.1142
C: 0.2801 -1.6728 -2.1224  -0.4641
C: 1.7439 -1.6760 -2.0594  -1.2168
Br: -2.3458 -0.9889 -2.6337  -0.1039
H: 3.5905 -3.4924 -3.2422  0.3237
H: 4.1985 -0.6529 -4.3468  0.1720
H: 4.6947 -5.2914 -4.5312  0.3176
H: 5.7160 -1.1835 -5.5440  0.3521
H: 6.1857 -6.0064 -6.4008  0.3515
H: 7.0914 -2.0709 -7.3913  0.3492
H: 2.2379 0.7079 -4.4374  0.3559
H: 2.3304 -2.3627 -1.4163  0.6991
H: -0.2604 0.7891 -4.4067  0.5422
H: -0.2046 -2.5182 -1.6426  0.5960
P: 1.5351 1.7561 0.2267  1.2380
C: -4.6437 1.1223 -1.9450  0.2063
C: -5.8817 1.3192 -2.8246  -1.3543
H: -4.8937 0.4032 -1.1481  0.5176
H: -3.8281 0.6532 -2.5435  -0.3379
H: -6.2878 0.3535 -3.1433  0.4082
H: -6.6671 1.8321 -2.2669  0.3822
H: -5.6574 1.8899 -3.7297  0.3284
C: -3.0162 3.6309 -2.3359  0.3209
C: -3.4777 5.0941 -2.3947  -1.3468
H: -3.1314 3.1984 -3.3412  0.3731
H: -1.9587 3.5505 -2.0629  -0.1424
H: -2.9503 5.6341 -3.1804  0.4002
H: -4.5427 5.1727 -2.6167  0.3907
H: -3.3017 5.6254 -1.4608  0.3557
C: -3.4582 2.5738 0.5012  -0.0327
C: -4.6865 2.7921 1.4578  -1.2748
H: -2.7415 3.4003 0.6892  0.3087
H: -2.9394 1.6149 0.7237  0.2166
H: -4.3445 3.0030 2.4853  0.3784
H: -5.2755 3.6495 1.1137  0.3990
H: -5.3398 1.9058 1.4802  0.3494
C: 1.3414 2.2298 1.9610  0.1724
C: 2.5109 2.9614 2.6243  -1.3210
H: 1.1006 1.3030 2.5164  -0.5671
H: 0.4306 2.8442 2.0114  0.4663
H: 3.2936 2.2644 2.9452  0.3434
H: 2.9655 3.7164 1.9733  0.3128
H: 2.1564 3.4779 3.5258  0.4103
C: 0.8897 3.1487 -0.7397  -0.0036
C: 1.6599 3.5151 -2.0103  -1.2177
H: 0.8157 4.0111 -0.0604  0.5401
H: -0.1412 2.8471 -0.9835  -0.4465
H: 2.6927 3.8141 -1.7870  0.3759
H: 1.6833 2.6744 -2.7174  0.1432
H: 1.1618 4.3614 -2.5074  0.4516
C: 3.3204 1.4579 -0.1886  -1.2433
C: 4.0933 0.5046 0.7417  -1.0712
H: 3.7858 2.4515 -0.2546  0.6343
H: 3.3533 1.0575 -1.2395  0.4957
H: 4.7361 -0.1352 0.1169  0.3069
H: 4.7228 1.0624 1.4506  0.3485
H: 3.4194 -0.1483 1.3237  0.2847
N: -0.4600 -0.5918 3.8975  -0.4174
C: -0.4489 -1.0524 2.6164  0.6441
N: -1.6307 -1.5748 2.2010  -0.4174
S: 0.9282 -1.1049 1.6068  -0.3227
H: -1.3215 -0.5844 4.4379  0.1893
H: 0.3113 -0.0673 4.2758  0.2187
H: -1.7688 -1.8249 1.2376  0.1767
H: -2.3979 -1.7388 2.8587  0.2029

Forces on atoms 1 to 3 (eV/Å):
-0.148 -0.289 0.179
-0.516 1.089 0.649
-0.085 0.338 0.019

The HOMO energy (alpha / beta) is -12.52 / -12.04 eV. The expectation value of S² is 6.058. The value obtained for the orbital gap (alpha / beta) is 7.32 / 4.25 eV. The multiplicity is 5. The energy above the lowest of the compared OMol25 structures with the same formula, charge and spin comes out at 0.0 kJ/mol. The LUMO energy (alpha / beta) is -5.2003 / -7.7902 eV. The total charge is +2.

=====

# 2
The following is a quantum chemistry calculation of an isolated molecule of C5H9N3O2S, from the Open Molecules 2025 dataset.

Each line ends with the Mulliken charge.
Positions of all 20 atoms, in Å:
C: -1.6121 -0.9093 -0.0082  0.1214
C: -1.5848 0.5381 0.2776  0.7192
C: 0.9030 0.4242 0.5017  -0.3359
C: -0.3200 2.6108 0.8008  -1.2640
C: 2.0085 -1.9784 -0.0411  -0.7641
N: -0.8356 -1.2909 -1.1231  0.3837
N: -0.1025 -0.5212 -1.8564  -0.8734
N: -0.3312 1.0903 0.6288  -0.0208
O: -2.3974 -1.7234 0.5241  -0.6042
O: -2.5763 1.2524 0.2289  -0.5829
S: 0.8436 -1.1976 1.1570  -0.0500
H: 1.7382 0.9801 0.1502  0.5159
H: -0.4399 3.1234 -0.0757  0.4157
H: -1.2097 2.8320 1.3739  0.3853
H: 0.4190 3.0057 1.3583  0.4765
H: 2.7844 -1.2497 -0.3264  0.2525
H: 1.4559 -2.4666 -0.9153  0.2130
H: 2.5150 -2.7206 0.4838  0.4030
H: -0.9816 -2.1981 -1.5345  0.2544
H: -0.2765 0.3988 -1.6045  0.3545

Forces on atoms 1 to 3 (eV/Å):
-2.071 -4.040 -0.570
0.653 2.950 1.141
-2.062 -1.099 0.598

The HOMO energy (alpha / beta) is -8.26 / -7.35 eV. The value obtained for the orbital gap (alpha / beta) is 8.01 / 6.89 eV. The multiplicity is 1. The energy above the lowest of the compared OMol25 structures with the same formula, charge and spin comes out at 329.6 kJ/mol. The LUMO energy (alpha / beta) is -0.2528 / -0.4566 eV.

=====

# 3
The following is a quantum chemistry calculation of a 2-piece molecular cluster, C6H13N2O overall, from the Open Molecules 2025 dataset.

Each line ends with the Mulliken charge.
Positions of all 22 atoms, in Å:
C: -3.1589 0.2693 -0.1343  0.4336
C: 1.3226 -0.5345 0.9945  0.4685
C: -4.4024 0.7132 -0.6059  -0.8991
C: 1.2829 -1.9952 1.2047  -1.1008
C: 1.8008 -0.2635 -1.3913  -0.8331
C: 1.9564 1.6568 0.2430  -1.0041
N: -2.0522 0.2064 0.1943  0.1880
N: 1.7377 0.2357 0.0388  0.1396
O: -0.9935 -0.1437 0.6923  -0.5812
H: 1.2509 0.2253 1.8722  0.1568
H: -4.9808 1.2544 0.1638  0.2871
H: -5.0189 -0.1736 -0.7322  0.3091
H: -4.3005 1.2464 -1.5677  0.2658
H: 0.9040 -2.5852 0.2865  0.3211
H: 0.4643 -2.2842 1.8998  0.3367
H: 2.2491 -2.4061 1.3148  0.3802
H: 2.7272 -0.8644 -1.6223  0.3155
H: 1.0639 -1.0857 -1.4095  0.3253
H: 1.7248 0.5213 -2.1865  0.3291
H: 2.0368 1.8779 1.3138  0.3208
H: 2.9497 1.9671 -0.1388  0.4177
H: 1.4362 2.1622 -0.4300  0.4233

Forces on atoms 1 to 3 (eV/Å):
2.551 0.520 0.610
1.485 3.536 2.029
-2.287 0.146 -0.499

The HOMO energy is -13.01 eV. The value obtained for the orbital gap is 9.69 eV. The multiplicity is 1. The energy above the lowest of the compared OMol25 structures with the same formula, charge and spin comes out at 480.1 kJ/mol. The LUMO energy is -3.3155 eV. The total charge is +1.

=====

# 4
The following is a quantum chemistry calculation of an isolated molecule of C4H7NO, from the Open Molecules 2025 dataset.

Each line ends with the Mulliken charge.
Positions of all 13 atoms, in Å:
C: 0.4337 1.8618 0.3546  -0.6532
C: -0.0317 0.7930 0.9897  -0.0338
C: -0.9453 -0.2181 0.3512  -0.6340
N: -0.1611 -1.3718 -0.0783  -0.1898
C: 0.4619 -1.3294 -1.2955  0.0484
O: 0.2444 -0.5064 -2.1626  -0.5270
H: 0.0962 2.1128 -0.6489  0.2452
H: 1.1866 2.5045 0.8019  0.2554
H: 0.3436 0.5353 1.9825  0.2746
H: -1.7305 -0.5652 1.0308  0.2801
H: -1.4219 0.1849 -0.5451  0.3493
H: 0.3261 -1.8785 0.6475  0.2474
H: 1.1685 -2.1704 -1.4296  0.3373

Forces on atoms 1 to 3 (eV/Å):
-0.037 -0.030 0.050
0.133 0.103 -0.059
-0.134 0.064 -0.004

The HOMO energy is -9.82 eV. The value obtained for the orbital gap is 10.76 eV. The multiplicity is 1. The energy above the lowest of the compared OMol25 structures with the same formula, charge and spin comes out at 109.9 kJ/mol. The LUMO energy is 0.9342 eV. Its SMILES is C=CCNC=O.

=====

# 5
The following is a quantum chemistry calculation of a 2-piece molecular cluster, C6H9N2O overall, from the Open Molecules 2025 dataset.

Each line ends with the Mulliken charge.
Positions of all 18 atoms, in Å:
C: -1.0749 -3.6858 -1.7469  -0.0657
C: 1.2278 -1.7122 -0.9682  0.8535
C: 0.5617 1.4511 0.1802  -0.8483
C: -0.7206 0.8428 0.7914  -0.5443
C: 1.5647 0.3331 0.0800  -0.6742
C: -0.6745 -0.5653 0.2236  -0.4751
N: -0.3702 -2.8588 -1.4643  -0.2859
N: 0.7142 -0.7827 -0.3444  0.0718
O: 2.0441 -2.2872 -1.5246  -0.2787
H: -1.6411 -4.3912 -2.4228  0.3742
H: 0.1850 1.7972 -0.7105  0.3630
H: 0.9540 2.3284 0.6239  0.4472
H: -0.7915 0.8564 1.8776  0.3536
H: -1.4858 1.4401 0.3245  0.2773
H: 2.3590 0.7063 -0.5394  0.4343
H: 1.9264 0.2460 1.0270  0.3380
H: -0.8566 -1.1866 1.0369  0.2976
H: -1.3756 -0.8257 -0.6720  0.3616

Forces on atoms 1 to 3 (eV/Å):
-2.168 -2.807 -3.047
1.268 -2.006 -1.834
-0.683 -0.610 1.576

The HOMO energy is -15.45 eV. The value obtained for the orbital gap is 12.18 eV. The multiplicity is 1. The energy above the lowest of the compared OMol25 structures with the same formula, charge and spin comes out at 200.3 kJ/mol. The LUMO energy is -3.2672 eV. The total charge is +1.

=====

# 6
The following is a quantum chemistry calculation of C31H37BN11O2W as an isolated structure, from the Open Molecules 2025 dataset.

Each line ends with the Mulliken charge.
Positions of all 83 atoms, in Å:
W: 1.0510 -0.0340 0.2245  0.8329
C: 0.3075 -3.2036 -1.2751  -1.0591
C: -0.7462 -2.6237 -0.3926  0.6345
C: -1.9437 -3.2062 -0.0003  -1.7542
C: -2.5128 -2.3184 0.8954  0.1939
N: -1.7023 -1.2660 1.0261  1.0868
N: -0.6124 -1.4365 0.2374  -0.8450
B: -1.8140 -0.0383 1.9694  0.0203
N: -0.5580 -0.0727 2.8968  0.6505
C: -0.4753 -0.1110 4.2305  0.2978
C: 0.8458 -0.0443 4.6113  -1.7650
C: 1.5654 0.0335 3.4276  0.8580
C: 3.0450 0.1622 3.3177  -1.0355
N: 0.7132 -0.0001 2.3829  -0.4887
N: -1.6692 1.2379 1.0934  1.0699
C: -2.4761 2.2954 0.9810  0.1622
C: -1.8816 3.2176 0.1364  -1.7921
C: -0.6712 2.6509 -0.2402  0.5934
C: 0.4134 3.2559 -1.0673  -1.1124
N: -0.5610 1.4362 0.3380  -0.7766
N: -3.1794 -0.0361 2.6105  0.8112
C: -3.7133 -0.0474 3.8665  -0.0739
C: -5.0718 -0.0395 3.7500  -1.1300
C: -5.3249 -0.0214 2.3555  0.5496
C: -6.6519 -0.0055 1.6784  -1.2691
N: -4.1867 -0.0187 1.6890  -1.2797
H: -0.0103 -4.1838 -1.6223  0.4386
H: 1.2363 -3.3313 -0.7142  0.0385
H: 0.5112 -2.5924 -2.1534  0.2040
H: -2.3416 -4.1505 -0.3295  0.5353
H: -3.4424 -2.3741 1.4340  0.5984
H: -1.3419 -0.1837 4.8541  0.3543
H: 1.2308 -0.0408 5.6161  0.5158
H: 3.4672 0.2368 4.3164  0.4351
H: 3.3261 1.0564 2.7592  0.1711
H: 3.4880 -0.7048 2.8310  0.1088
H: -3.4178 2.3341 1.4995  0.5934
H: -2.2672 4.1774 -0.1615  0.5468
H: 0.1138 4.2490 -1.3935  0.4467
H: 0.6426 2.6683 -1.9567  0.1859
H: 1.3251 3.3588 -0.4754  0.1055
H: -3.1436 -0.0549 4.7753  0.3975
H: -5.7973 -0.0430 4.5458  0.4848
H: -7.4482 -0.0056 2.4180  0.3867
H: -6.7710 -0.8780 1.0359  0.2902
H: -6.7575 0.8783 1.0493  0.2935
O: -5.0590 -0.2594 -3.7552  -0.5327
C: -4.3025 0.7664 -4.3514  -0.6182
N: -2.9707 0.6673 -3.7797  -0.0452
C: -1.8901 0.4342 -4.5654  0.6015
O: -1.9041 0.4590 -5.7765  -0.6482
C: -0.5686 0.1805 -3.8633  0.1233
C: 0.5410 0.0078 -4.6899  -0.5705
C: 1.7826 -0.2102 -4.1154  -0.9338
C: 1.8881 -0.2223 -2.7425  -0.4493
N: 0.8301 -0.0382 -1.9236  0.8933
C: -0.3779 0.1386 -2.5002  -0.1214
H: -5.8731 -0.3933 -4.2510  0.3285
H: -4.7207 1.7505 -4.1205  0.3269
H: -4.2071 0.6570 -5.4299  0.4608
H: -2.9748 0.4028 -2.8062  0.1536
H: 0.3968 0.0452 -5.7617  0.5502
H: 2.6571 -0.3669 -4.7302  0.5012
H: 2.8423 -0.3850 -2.2642  0.2936
H: -1.2113 0.2415 -1.8181  -0.0950
C: 4.2508 2.3095 -0.1967  -0.9243
C: 4.9666 1.0161 0.0216  1.1153
C: 6.3324 0.9404 0.0669  -1.0898
C: 6.9769 -0.2797 0.3146  -0.6716
C: 6.2480 -1.4616 0.5014  -1.0335
C: 4.8799 -1.4580 0.4466  1.2588
C: 4.0810 -2.7148 0.5721  -0.9559
C: 4.1966 -0.1974 0.2275  -0.5043
N: 2.8784 -0.1515 0.2144  0.7899
H: 4.9573 3.1207 -0.3545  0.5277
H: 3.6331 2.5483 0.6719  0.2260
H: 3.5867 2.2426 -1.0609  0.1616
H: 6.9187 1.8378 -0.0817  0.5052
H: 8.0582 -0.3105 0.3538  0.4551
H: 6.7680 -2.3942 0.6775  0.5059
H: 4.7328 -3.5790 0.6712  0.5162
H: 3.4493 -2.8496 -0.3082  0.1223
H: 3.4153 -2.6769 1.4367  0.2663

Forces on atoms 1 to 3 (eV/Å):
-0.900 -0.007 0.786
-0.014 0.008 0.030
-0.051 -0.152 0.117

The HOMO energy (alpha / beta) is -13.61 / -13.62 eV. The expectation value of S² is 3.799. The value obtained for the orbital gap (alpha / beta) is 6.63 / 4.76 eV. The multiplicity is 4. The energy above the lowest of the compared OMol25 structures with the same formula, charge and spin comes out at 0.0 kJ/mol. The LUMO energy (alpha / beta) is -6.9778 / -8.8578 eV. The total charge is +2.

=====

# 7
The following is a quantum chemistry calculation of an isolated molecule of C3H7NO, from the Open Molecules 2025 dataset.

Each line ends with the Mulliken charge.
Positions of all 12 atoms, in Å:
O: -1.9795 0.3942 -0.0342  -0.5028
C: -0.9423 -0.5802 -0.2636  -0.6639
C: 0.3351 -0.1677 0.4969  0.1858
C: 1.1962 0.8398 -0.1644  -0.4366
N: 1.6119 -0.5619 -0.1778  -0.5783
H: -2.1197 0.5101 0.9569  0.3114
H: -0.7308 -0.5950 -1.3094  0.3386
H: -1.2849 -1.5958 0.0560  0.2393
H: 0.2165 -0.1946 1.5617  0.4099
H: 1.7167 1.5961 0.4264  0.2683
H: 0.9148 1.1938 -1.1376  0.1875
H: 2.3058 -0.6862 0.5505  0.2407

Forces on atoms 1 to 3 (eV/Å):
-0.009 -0.120 1.550
0.060 0.049 1.968
-0.569 -0.231 -2.063

The HOMO energy is -9.81 eV. The value obtained for the orbital gap is 10.73 eV. The multiplicity is 1. The energy above the lowest of the compared OMol25 structures with the same formula, charge and spin comes out at 218.8 kJ/mol. The LUMO energy is 0.9216 eV. Its SMILES is OC[C@@H]1CN1.